# 1
Below is a 2-piece molecular cluster, C5H9NO overall in a non-equilibrium geometry, with properties calculated with the ωB97M-V functional and the def2-TZVPD basis.

Results
2S+1   1
Max |F|   1.32 eV/A
HOMO   -0.3494 Eh
ΔE to the lowest compared entry with this formula, charge and spin   195.5 kJ/mol

Atoms and positions in Å:
C -0.0283 -0.3575 1.7341
C 0.2819 0.7204 0.7264
N 1.6109 0.7050 0.1200
C 0.4373 0.4653 -0.7323
C 0.3329 -0.9049 -1.3867
C -2.3752 0.6066 -0.9775
O -2.9429 -0.1891 -0.4009
H 0.4695 -1.2939 1.4696
H 0.3185 -0.0679 2.7322
H -1.1079 -0.5364 1.7868
H -0.1288 1.6998 0.9856
H 1.9618 1.6536 0.0037
H 0.1547 1.3035 -1.3692
H 0.7701 -1.6541 -0.7254
H 0.9236 -0.8973 -2.3067
H -0.6780 -1.2531 -1.6596



# 2
Below is a 3-piece molecular cluster, C17H19NO7 overall in a non-equilibrium geometry, with properties calculated with the ωB97M-V functional and the def2-TZVPD basis.

Results
2S+1   1
Max |F|   5.25 eV/A
SMILES   O=C1C=CC(=O)C=C1.O=C1C=CC(=O)C=C1.CCCCNOC(=O)O
HOMO   -0.3418 Eh
ΔE to the lowest compared entry with this formula, charge and spin   583.2 kJ/mol

Atoms and positions in Å:
C 2.8857 -3.8460 1.0144
C 3.2591 -2.4530 1.7787
C 2.7688 -1.1426 0.9992
C 1.1771 -0.9169 0.9784
N 0.3759 -2.0023 1.6155
O -0.1801 -2.7248 0.5476
C -1.0214 -3.7594 1.0204
O -1.1463 -4.7793 0.2878
O -1.7572 -3.7323 2.2299
H 3.7740 -4.5538 0.9193
H 2.0850 -4.3472 1.6809
H 2.4575 -3.5422 -0.0111
H 4.4177 -2.4167 1.7695
H 2.9611 -2.4731 2.8919
H 3.1307 -1.2378 -0.0836
H 3.2766 -0.2253 1.4662
H 0.8386 -0.8027 -0.1236
H 0.9308 0.0987 1.4756
H -0.4418 -1.5540 2.0847
H -2.4299 -3.0106 2.2333
C -3.2563 2.8507 2.5389
C -2.8315 1.5950 2.6793
C -2.5620 0.7418 1.5027
O -2.1750 -0.4081 1.6292
C -2.7790 1.3322 0.1663
C -3.2039 2.5884 0.0255
C -3.4740 3.4428 1.2010
O -3.8597 4.5896 1.0740
H -3.4596 3.4902 3.3889
H -2.6662 1.1459 3.6510
H -2.5761 0.6934 -0.6805
H -3.3685 3.0363 -0.9458
C 1.1674 0.9693 -4.2759
C 0.0061 0.8194 -3.6377
C -0.5105 1.8655 -2.7305
O -1.5708 1.7284 -2.1451
C 0.3079 3.0843 -2.5587
C 1.4691 3.2347 -3.1967
C 1.9864 2.1884 -4.1045
O 3.0442 2.3255 -4.6880
H 1.5614 0.2132 -4.9434
H -0.6062 -0.0666 -3.7526
H -0.0863 3.8404 -1.8910
H 2.0812 4.1207 -3.0816



# 3
Below is a 2-piece molecular cluster, C4H9PS overall in a non-equilibrium geometry, with properties calculated with the ωB97M-V functional and the def2-TZVPD basis.

Results
2S+1   1
Max |F|   2.46 eV/A
HOMO   -0.3198 Eh
ΔE to the lowest compared entry with this formula, charge and spin   512.3 kJ/mol

Atoms and positions in Å:
C 0.2607 2.5019 0.2728
C 1.0450 1.4378 0.3760
C -2.2513 -0.2927 0.6964
C 1.2938 -1.2985 0.7062
P 0.6767 -0.1066 -0.5346
S -2.2311 0.2940 -0.8588
H -0.6047 2.3051 -0.3553
H 0.6577 3.3786 0.7019
H 1.9068 1.4683 1.0996
H -3.2982 -0.4671 1.1929
H 2.3561 -1.1013 1.0679
H 1.5449 -2.1933 0.1127
H 0.4890 -1.5454 1.5277
H 1.9041 -0.2528 -1.1264
H -3.4433 0.6150 -1.2635



# 4
Below is C31H61AlNO4S2 as an isolated structure, with properties calculated with the ωB97M-V functional and the def2-TZVPD basis.

Results
2S+1   1
Max |F|   0.80 eV/A
Total charge   -1
HOMO   -0.1752 Eh

Atoms and positions in Å:
C -7.7962 -1.8833 -1.5900
C -7.2256 -0.4850 -1.3104
C -6.6448 0.2196 -2.5567
C -5.1196 0.3734 -2.5330
C -4.4776 0.6051 -3.9100
C -3.0642 0.0097 -4.0449
C -1.9231 0.9625 -3.6241
Al -0.5449 0.1380 -2.3943
C 1.2018 1.1829 -2.4222
C 1.6558 1.6296 -1.0244
C 3.0853 2.1766 -0.9624
C 3.4454 2.7963 0.4009
C 4.8825 2.5189 0.8820
C 5.5605 3.7221 1.5508
C 6.5479 3.3560 2.6573
C 6.9481 4.5532 3.5183
C 7.8979 4.1844 4.6753
C 7.3205 4.4088 6.0844
C 6.9071 3.1355 6.8116
O 7.9048 2.1456 6.6704
C 7.5038 0.8838 7.1543
C -0.1552 -1.8071 -2.8722
C -0.0417 -2.6718 -1.6102
C 0.7655 -3.9575 -1.7858
S -0.1168 -5.1428 -2.8677
C 0.6468 -6.6031 -2.2152
S 1.6218 -7.5600 -3.0951
N 0.2629 -6.8729 -0.8757
C 1.3495 -7.3290 0.0096
C 0.9720 -8.5549 0.8051
O -0.2929 -8.3136 1.4006
C -1.2827 -8.4434 0.4061
C -0.9794 -7.6747 -0.9021
H -8.1111 -1.9782 -2.6307
H -8.6678 -2.0909 -0.9660
H -7.0666 -2.6711 -1.3921
H -8.0094 0.1509 -0.8940
H -6.4371 -0.5588 -0.5570
H -6.9329 -0.3310 -3.4579
H -7.0989 1.2081 -2.6437
H -4.6654 -0.5006 -2.0566
H -4.8777 1.2238 -1.8848
H -4.3985 1.6835 -4.0863
H -5.1461 0.2118 -4.6853
H -2.9189 -0.2869 -5.0882
H -3.0344 -0.9138 -3.4531
H -2.3597 1.8047 -3.0662
H -1.4644 1.4069 -4.5157
H -1.1475 0.1361 -0.8608
H 2.0048 0.5711 -2.8585
H 1.1029 2.0831 -3.0441
H 1.5623 0.8038 -0.3083
H 0.9810 2.4201 -0.6719
H 3.7898 1.3734 -1.2019
H 3.1764 2.9396 -1.7425
H 3.2969 3.8798 0.3517
H 2.7322 2.4231 1.1423
H 5.4734 2.1919 0.0223
H 4.8721 1.6876 1.5930
H 6.0732 4.3272 0.7956
H 4.7873 4.3721 1.9778
H 7.4539 2.9316 2.2110
H 6.0971 2.5874 3.2948
H 7.4125 5.3036 2.8715
H 6.0355 5.0166 3.9073
H 8.8250 4.7527 4.5834
H 8.1827 3.1361 4.5767
H 8.0383 4.9449 6.7095
H 6.4349 5.0466 6.0220
H 6.7694 3.3527 7.8797
H 5.9433 2.7673 6.4325
H 8.3855 0.3702 7.5363
H 6.7743 0.9747 7.9653
H 7.0623 0.2809 6.3540
H -0.9255 -2.2299 -3.5297
H 0.8022 -1.8511 -3.4096
H -1.0409 -2.9328 -1.2515
H 0.4447 -2.1101 -0.8029
H 0.9389 -4.4596 -0.8308
H 1.7238 -3.7551 -2.2667
H 1.5269 -6.5264 0.7334
H 2.2740 -7.4882 -0.5441
H 0.9182 -9.4544 0.1773
H 1.6903 -8.7142 1.6088
H -2.2291 -8.1286 0.8412
H -1.3749 -9.5084 0.1509
H -1.7942 -6.9788 -1.1114
H -0.9529 -8.3916 -1.7303
O -8.9766 2.3054 -0.2837
C -8.2978 3.1878 -0.7183
O -8.0858 3.3472 -2.0469
C -7.1275 4.3911 -2.2836
C -7.1801 5.2689 -1.0363
C -7.5240 4.2483 0.0427
H -6.1475 3.9297 -2.4256
H -7.4121 4.9055 -3.1981
H -6.2516 5.8086 -0.8635
H -7.9873 5.9972 -1.1305
H -6.6327 3.7705 0.4554
H -8.1246 4.6334 0.8624



# 5
Below is one molecule with the formula C5H9NO2 in a non-equilibrium geometry, with properties calculated with the ωB97M-V functional and the def2-TZVPD basis.

Results
2S+1   1
Max |F|   2.65 eV/A
SMILES   C1=N\OCOCCC/1
HOMO   -0.3478 Eh
ΔE to the lowest compared entry with this formula, charge and spin   339.3 kJ/mol

Atoms and positions in Å:
C 0.9904 -0.8726 -0.9587
C -0.2454 -0.0391 -1.5249
C -0.5322 1.7355 0.0272
C -0.2686 -1.2647 1.3193
C 0.6002 -1.8155 0.1942
H 1.6334 -0.1340 -0.5515
H 1.3666 -1.4272 -1.7960
H -0.4311 -0.1172 -2.6442
H -1.1687 -0.4458 -1.0350
H -0.2102 2.7650 0.1126
H -1.6050 1.5698 0.1526
H -0.8515 -2.0213 1.8784
H 1.5011 -2.2334 0.6740
H 0.0066 -2.7177 -0.1618
N -0.5575 -0.0529 1.6204
O -0.1319 1.3804 -1.2234
O 0.1812 0.9535 0.9341



# 6
Below is C42H40IN5O2P2RhS as an isolated structure, with properties calculated with the ωB97M-V functional and the def2-TZVPD basis.

Results
2S+1   5
Max |F|   0.43 eV/A
Total charge   +1
HOMO (alpha / beta)   -0.3658 / -0.3777 Eh
ΔE to the lowest compared entry with this formula, charge and spin   115.2 kJ/mol

Atoms and positions in Å:
Rh 0.3915 1.5344 -0.4278
C 5.4765 -2.8600 -0.7098
C 5.3145 -1.3537 -0.6439
N 4.0457 -0.9246 -1.2523
C 3.2535 0.0695 -0.8008
S 2.5942 1.2056 -1.8261
N 2.9537 0.0890 0.5506
N 2.2303 1.1400 0.9780
C 1.8725 0.8534 2.3572
C 1.3901 -1.4117 3.5747
C 0.6843 1.7225 2.7654
C 0.3211 1.8110 4.1004
C -0.7520 2.6154 4.4515
C -1.4188 3.3157 3.4604
C -0.9943 3.1726 2.1490
N 0.0314 2.3923 1.8105
H 6.4393 -3.1553 -0.2936
H 5.4360 -3.2122 -1.7413
H 4.6866 -3.3656 -0.1523
H 6.1288 -0.8559 -1.1759
H 5.3417 -0.9953 0.3803
H 4.0518 -0.9491 -2.2631
H 1.3885 -2.4929 3.4236
H 0.4495 -1.1491 4.0554
H 2.2043 -1.1696 4.2561
H 0.8794 1.2680 4.8522
H -1.0563 2.6977 5.4864
H -2.2544 3.9615 3.6901
H -1.4926 3.6718 1.3281
C 0.3276 -3.0929 -0.2271
N 0.0903 -1.6528 -0.1644
P -0.0150 -0.6212 1.1660
C -1.3566 -1.2235 2.2298
C -2.3135 -0.2854 2.6071
C -3.4089 -0.6678 3.3705
C -3.5620 -1.9931 3.7438
C -2.6202 -2.9404 3.3568
C -1.5202 -2.5582 2.6081
C 1.5469 -0.6785 2.2541
C 2.7518 -1.1322 1.3939
C 3.9400 -1.5508 2.2200
C 4.5362 -0.7947 3.1384
C 4.1718 0.5694 3.5119
C 3.0646 1.2523 3.2170
P -0.4051 -0.6500 -1.4916
C 0.0514 -1.6382 -2.9610
C -0.7176 -2.7649 -3.2735
C -0.4043 -3.5557 -4.3656
C 0.6725 -3.2207 -5.1768
C 1.4245 -2.0922 -4.8923
C 1.1183 -1.3054 -3.7898
C -2.2137 -0.7540 -1.5344
C -2.9537 -1.6125 -0.7302
C -4.3412 -1.6104 -0.8006
C -4.9897 -0.7540 -1.6763
C -4.2532 0.1062 -2.4834
C -2.8718 0.1120 -2.4075
H 0.7090 -3.4403 0.7338
H 1.0645 -3.3232 -0.9980
H -0.5851 -3.6507 -0.4479
H -2.2170 0.7415 2.2753
H -4.1498 0.0672 3.6565
H -4.4193 -2.2947 4.3310
H -2.7456 -3.9767 3.6420
H -0.7931 -3.3052 2.3165
H 2.4918 -1.9383 0.7080
H 4.3027 -2.5589 2.0586
H 5.3864 -1.2146 3.6633
H 4.9034 1.0903 4.1188
H 3.0046 2.2726 3.5782
H -1.5822 -3.0121 -2.6696
H -1.0089 -4.4234 -4.5938
H 0.9109 -3.8296 -6.0389
H 2.2449 -1.8105 -5.5396
H 1.6988 -0.4158 -3.5925
H -2.4555 -2.2848 -0.0421
H -4.9109 -2.2806 -0.1699
H -6.0704 -0.7522 -1.7303
H -4.7570 0.7785 -3.1655
H -2.3014 0.7992 -3.0227
I -4.6809 7.4145 -4.8526
C -3.4856 6.0647 -3.8035
C -4.0822 5.1264 -2.9718
C -3.2843 4.2338 -2.2745
C -1.9011 4.2787 -2.4088
C -1.3153 5.2197 -3.2479
C -2.1054 6.1174 -3.9473
C -1.0474 3.3154 -1.6631
O -1.5906 2.5001 -0.8499
O 0.2009 3.2964 -1.8430
H -5.1581 5.0946 -2.8699
H -3.7264 3.4923 -1.6218
H -0.2383 5.2408 -3.3444
H -1.6523 6.8516 -4.5986



# 7
Below is a 10-piece molecular cluster, C34H68O14S4 overall in a non-equilibrium geometry, with properties calculated with the ωB97M-V functional and the def2-TZVPD basis.

Results
2S+1   1
Max |F|   4.51 eV/A
SMILES   O=S1(=O)CCCC1.O=S1(=O)CCCC1.O=S1(=O)CCCC1.O=S1(=O)CCCC1.CC(C)=O.CC(C)=O.CC(C)=O.CC(C)=O.CC(C)=O.CC(C)=O
HOMO   -0.3453 Eh

Atoms and positions in Å:
C -2.6320 -3.9249 -1.7169
C -1.7450 -4.5454 -2.8422
O -0.5394 -4.2628 -2.9036
C -2.3608 -5.5125 -3.8429
H -2.7492 -4.5876 -0.8594
H -3.6355 -3.6895 -2.0715
H -2.1407 -3.0456 -1.3003
H -2.8933 -6.3075 -3.3208
H -1.5990 -6.0836 -4.3736
H -3.0560 -5.1398 -4.5952
C -0.0990 5.7266 -2.3405
C -0.3231 5.0040 -1.0262
O 0.6750 4.6842 -0.3962
C -1.6999 4.5942 -0.5520
H -0.7791 5.3016 -3.0787
H 0.9143 5.5338 -2.6928
H -0.2265 6.8023 -2.2191
H -1.8249 3.5189 -0.4244
H -2.4977 4.8631 -1.2443
H -1.9029 5.0887 0.3979
C 0.0157 -0.2253 -5.5374
C 1.4042 0.1400 -5.0613
O 1.9421 -0.4679 -4.1541
C 2.0989 1.3992 -5.6061
H 0.1303 -0.2110 -6.6213
H -0.7735 0.4314 -5.1716
H -0.1660 -1.2810 -5.3360
H 3.0552 1.1876 -6.0844
H 2.2859 1.9141 -4.6638
H 1.4654 2.0401 -6.2193
C 1.9141 -4.1214 0.1623
C 2.7269 -4.8061 1.2855
O 2.8379 -4.0971 2.2806
C 3.1674 -6.2443 1.1693
H 1.2928 -3.3225 0.5673
H 1.2092 -4.8292 -0.2738
H 2.5651 -3.6288 -0.5598
H 2.2327 -6.7789 1.3388
H 3.8152 -6.6003 1.9704
H 3.5279 -6.5356 0.1827
C -1.5804 3.1649 2.9132
C -1.5851 3.2200 4.4351
O -2.5632 2.9969 5.0961
C -0.2325 3.5802 5.0138
H -0.6581 2.7115 2.5501
H -1.6827 4.1761 2.5194
H -2.4092 2.5384 2.5834
H -0.4241 3.8463 6.0533
H 0.2520 4.4522 4.5746
H 0.4586 2.7448 4.9017
C 1.7842 -0.2529 3.7966
C 0.8015 -1.1753 4.5816
O 0.2656 -0.8625 5.6408
C 0.5132 -2.4796 3.8156
H 1.3255 0.6733 3.4505
H 2.1037 -0.8255 2.9259
H 2.6620 0.0268 4.3792
H -0.3748 -2.9464 4.2419
H 1.3124 -3.2038 3.9728
H 0.4508 -2.3465 2.7355
C -4.7837 2.8726 -3.7183
C -3.3872 2.2635 -4.0806
C -2.4033 3.4104 -4.4878
S -3.3977 4.9812 -4.7841
O -3.1722 5.4026 -6.1758
O -3.3128 5.8792 -3.6132
C -5.0211 3.9836 -4.8001
H -4.7091 3.3163 -2.7255
H -5.5139 2.0634 -3.7265
H -3.5044 1.6696 -4.9871
H -2.9367 1.6258 -3.3199
H -2.0867 3.1841 -5.5059
H -1.5257 3.5189 -3.8504
H -5.0091 3.5474 -5.7990
H -5.9411 4.5558 -4.6807
C -4.6863 0.3939 3.6732
C -4.1760 -0.7289 4.6632
C -2.6759 -1.0394 4.4992
S -2.3643 -0.8125 2.6952
O -2.3203 -2.1400 2.0411
O -1.3238 0.1786 2.4619
C -4.0165 0.0539 2.3026
H -4.3260 1.3273 4.1058
H -5.7454 0.6465 3.6208
H -4.7589 -1.6291 4.4684
H -4.4061 -0.4687 5.6964
H -2.3759 -2.0367 4.8210
H -2.0176 -0.2751 4.9123
H -4.6175 -0.6239 1.6964
H -3.8199 0.8506 1.5852
C 7.8524 -1.8780 2.0557
C 6.8091 -1.9319 3.1987
C 5.4295 -2.2795 2.6175
S 5.3733 -1.3355 1.0108
O 4.6170 -0.1136 1.2339
O 5.0555 -2.2232 -0.0767
C 7.2298 -0.9732 1.0254
H 7.9626 -2.8999 1.6930
H 8.8220 -1.5488 2.4294
H 6.6732 -0.9872 3.7251
H 7.1032 -2.6256 3.9863
H 4.5105 -2.1115 3.1790
H 5.3876 -3.3538 2.4382
H 7.1356 0.0445 1.4042
H 7.6336 -0.9738 0.0129
C 1.6519 -0.5610 -0.6461
C 1.1742 0.4771 0.3772
C 0.0315 1.3376 -0.2477
S -0.9065 0.2790 -1.3846
O -0.8812 0.8864 -2.6812
O -2.1902 -0.0780 -0.7115
C 0.3398 -1.1474 -1.2262
H 2.3859 -1.2577 -0.2409
H 2.2289 -0.0923 -1.4432
H 1.9967 0.9889 0.8770
H 0.7617 -0.1819 1.1411
H 0.4529 2.1001 -0.9029
H -0.6778 1.8935 0.3655
H 0.3292 -1.6282 -2.2044
H -0.0095 -1.8164 -0.4397



# 8
Below is C14H22N4OPrS3Sb as an isolated structure in a non-equilibrium geometry, with properties calculated with the ωB97M-V functional and the def2-TZVPD basis.

Results
2S+1   4
Max |F|   3.33 eV/A
Total charge   +1
HOMO (alpha / beta)   -0.3972 / -0.3943 Eh
ΔE to the lowest compared entry with this formula, charge and spin   132.8 kJ/mol

Atoms and positions in Å:
Pr -0.8892 0.7217 0.1794
C 3.9192 0.6579 -0.9930
C 2.7401 1.2480 -0.2540
O 1.6461 0.6379 -0.1480
N 2.9147 2.4541 0.2787
C 1.8840 3.1408 1.1176
C 0.8059 3.7300 0.2164
C 1.0732 4.8985 -0.5239
C 0.0578 5.5107 -1.2785
C -1.2283 4.9705 -1.2084
C -1.4420 3.8541 -0.4156
N -0.4288 3.2231 0.1974
H 4.1199 1.1897 -1.9462
H 3.6188 -0.3687 -1.2219
H 4.7441 0.7186 -0.3074
H 3.8633 2.8338 0.2920
H 2.4201 3.9232 1.7100
H 1.3483 2.4025 1.7225
H 2.0930 5.3219 -0.5662
H 0.2606 6.3316 -1.9707
H -2.0654 5.3451 -1.7905
H -2.4153 3.4668 -0.2440
S -3.8747 -2.2541 2.0204
Sb -4.2031 0.1557 1.5279
S -3.3680 0.5971 -0.8512
S -2.1340 0.8812 2.6116
C 0.4882 -2.9217 -0.9119
C 0.2508 -4.3708 -0.3713
N -1.0322 -4.5601 0.4121
C -0.8887 -3.5977 1.5717
C -0.3956 -2.1863 1.1521
N -0.5615 -1.9910 -0.3190
C -1.9377 -2.4913 -0.6869
C -2.1196 -3.9678 -0.3856
H 0.5231 -2.9495 -2.0306
H 1.4925 -2.5385 -0.6138
H 1.0512 -4.7500 0.3203
H 0.1029 -5.1441 -1.1211
H -0.2636 -4.0654 2.3049
H -1.8801 -3.5073 2.0596
H 0.6952 -2.1873 1.4350
H -0.9202 -1.4780 1.8424
H -2.1592 -2.2916 -1.7254
H -2.6147 -1.9141 -0.0788
H -2.2605 -4.5990 -1.2784
H -3.0304 -4.0804 0.2704